(1)
Entry from OMol25: a structure of composition C33H55ClN13O5RbS4 (ωB97M-V/def2-TZVPD).

HOMO level = 0.1 eV
Total charge = -2
Energy above the lowest of the compared OMol25 structures with the same formula, charge and spin = 19.2 kJ/mol

Structure (XYZ):
```
112
Properties=species:S:1:pos:R:3:forces:R:3
Rb 0.2604 -0.8668 2.2551 -0.062 -0.463 -0.435
C 0.7534 0.0099 -3.3205 0.038 -0.033 -0.001
N 0.3625 1.3486 -3.7129 -0.063 -0.032 -0.036
C 1.0930 1.8926 -4.8287 0.020 0.014 -0.029
C -0.5872 2.0445 -2.9898 0.172 0.097 0.025
N -1.0405 1.5550 -1.9112 -0.103 -0.075 -0.030
C -2.1074 2.1714 -1.1647 0.010 0.065 0.058
C -3.0194 1.1191 -0.5446 0.054 -0.015 -0.074
N -2.3820 0.2424 0.4380 -0.088 -0.014 0.174
C -2.8364 0.5639 1.7906 0.006 -0.059 0.008
C -2.4537 1.9330 2.3236 -0.037 -0.026 0.063
N -1.0574 2.0288 2.7448 -0.106 0.151 -0.034
C -0.7453 3.0624 3.4229 0.085 -0.077 0.027
N 0.5633 3.3225 3.8236 0.063 0.072 0.006
C 0.7418 3.5677 5.2538 -0.033 -0.022 0.055
C 1.6204 2.4954 3.2695 0.032 -0.061 -0.032
N -1.6573 4.0804 3.7875 -0.035 -0.004 -0.022
C -2.6854 3.8109 4.7737 -0.007 0.006 0.021
C -1.2368 5.4569 3.7174 0.000 0.015 0.003
C -2.7299 -1.1605 0.1608 -0.044 0.281 -0.088
C -2.0292 -1.7026 -1.0750 -0.019 -0.058 0.064
N -0.7367 -2.2759 -0.7225 0.041 0.092 -0.235
C -0.4283 -3.3839 -1.2382 -0.026 0.020 -0.036
N 0.8185 -4.0011 -0.8841 -0.039 0.053 -0.010
C 1.6821 -4.0544 -2.0476 0.015 -0.011 -0.043
C 0.5860 -5.3466 -0.3482 0.054 0.048 0.022
N -1.1821 -4.1079 -2.2277 0.010 -0.019 0.054
C -1.3913 -3.4754 -3.5036 -0.002 0.034 -0.017
C -2.2676 -4.9719 -1.7880 -0.032 0.033 0.025
N -0.9109 3.3023 -3.5712 -0.104 -0.064 -0.013
C -1.8287 3.2655 -4.6864 0.023 0.020 -0.010
C -1.0029 4.4659 -2.7200 0.026 0.040 0.038
H 0.5424 -0.7027 -4.1271 0.000 0.001 0.003
H 1.8296 -0.0187 -3.1173 -0.021 0.005 0.020
H 0.2213 -0.2904 -2.4228 -0.009 0.001 0.009
H 2.1626 1.7120 -4.6879 0.011 0.001 0.010
H 0.9258 2.9628 -4.9087 -0.001 -0.004 0.008
H 0.8006 1.4190 -5.7765 -0.009 -0.006 0.014
H -2.7344 2.8332 -1.7782 -0.016 -0.034 -0.009
H -1.6843 2.7832 -0.3588 0.008 0.002 -0.006
H -3.4294 0.5168 -1.3609 0.045 -0.014 -0.009
H -3.8827 1.6337 -0.0952 0.010 0.005 0.027
H -2.4656 -0.1920 2.4842 -0.005 0.042 0.001
H -3.9388 0.4846 1.8410 -0.008 0.044 -0.035
H -3.1267 2.0934 3.1674 0.017 -0.003 0.007
H -2.6928 2.7257 1.6029 0.016 -0.004 -0.018
H -0.1287 4.0684 5.6704 -0.010 -0.007 -0.017
H 1.6141 4.2080 5.4093 0.011 -0.011 -0.011
H 0.8736 2.6264 5.7946 0.003 0.003 -0.003
H 1.8052 2.7475 2.2284 -0.058 -0.003 -0.001
H 1.3994 1.4329 3.3585 0.018 0.007 0.081
H 2.5305 2.6892 3.8370 0.018 0.030 -0.040
H -2.6645 2.7664 5.0728 0.001 -0.006 -0.017
H -3.6836 4.0647 4.3980 0.006 0.020 -0.005
H -2.5028 4.4110 5.6766 0.002 -0.015 0.007
H -0.4265 5.5656 3.0000 -0.013 -0.007 -0.013
H -0.8903 5.8529 4.6851 0.012 -0.002 -0.004
H -2.0781 6.0788 3.3924 -0.004 0.000 0.007
H -3.8237 -1.2249 0.0324 0.018 -0.174 -0.030
H -2.4806 -1.7966 1.0128 0.030 0.034 0.012
H -1.8534 -0.8834 -1.7794 0.011 -0.003 -0.004
H -2.6857 -2.4264 -1.5592 -0.011 -0.056 0.051
H 1.2667 -4.6751 -2.8601 0.011 -0.002 0.011
H 2.6422 -4.4887 -1.7518 -0.014 -0.025 0.023
H 1.8577 -3.0441 -2.4318 -0.012 -0.006 0.002
H 0.1879 -6.0262 -1.1171 -0.039 -0.004 0.018
H -0.0873 -5.2849 0.5091 -0.017 -0.038 -0.003
H 1.5343 -5.7483 0.0074 0.007 0.005 -0.029
H -0.6193 -2.7263 -3.6845 0.017 -0.001 0.001
H -2.3692 -2.9736 -3.5881 0.006 0.001 0.001
H -1.3343 -4.2188 -4.3091 -0.010 -0.012 0.010
H -2.2037 -5.1622 -0.7148 0.027 -0.014 0.002
H -2.2478 -5.9203 -2.3373 0.011 -0.002 0.008
H -3.2469 -4.5002 -1.9602 0.006 -0.002 -0.007
H -1.6443 2.3729 -5.2840 -0.007 -0.001 0.001
H -1.6826 4.1394 -5.3295 0.005 0.009 0.013
H -2.8806 3.2503 -4.3650 -0.003 0.005 -0.006
H -0.4220 4.3027 -1.8134 0.006 -0.001 -0.010
H -2.0290 4.7163 -2.4238 -0.004 -0.010 -0.010
H -0.5855 5.3346 -3.2413 0.006 -0.007 -0.008
O -0.8225 -0.9834 6.7607 0.042 0.003 0.040
Cl -0.7728 -0.1681 5.5867 0.028 0.028 -0.050
O -1.5495 1.0383 5.8001 0.003 0.022 0.004
O -1.2905 -0.8873 4.4449 -0.306 0.082 0.432
O 0.6033 0.2072 5.2935 0.049 0.016 0.021
S -2.7922 -6.8005 3.2586 -0.099 -0.110 0.019
C -1.8253 -5.4960 2.7882 0.233 0.151 -0.256
S -2.4332 -4.2089 1.7958 -0.075 0.024 0.017
S -0.1456 -5.4156 3.2180 0.047 -0.119 0.165
N 4.2705 -1.9703 -1.3046 0.136 0.023 0.040
C 4.3894 -0.7709 -1.9643 -0.067 -0.020 -0.023
C 4.7604 -0.4403 -3.2615 0.035 0.016 -0.006
C 4.7527 0.9050 -3.5896 -0.005 0.017 -0.001
C 4.3864 1.8812 -2.6521 -0.006 -0.016 0.000
C 4.0107 1.5406 -1.3644 0.010 0.030 -0.015
C 4.0023 0.1916 -1.0169 0.009 0.008 0.007
N 3.6499 -0.4176 0.1750 0.028 0.020 0.045
C 3.8160 -1.6951 -0.0351 -0.033 -0.031 -0.069
C 3.5554 -2.7921 0.8940 0.022 -0.061 -0.063
C 4.0842 -4.0447 0.7757 0.021 0.093 0.006
S 3.4012 -5.0677 1.9581 0.017 -0.069 0.066
C 2.4676 -3.7496 2.5412 -0.017 0.164 0.071
N 2.6623 -2.6274 1.9158 -0.035 -0.013 -0.002
H 4.3518 -2.8897 -1.6995 -0.097 0.000 -0.007
H 5.0385 -1.1941 -3.9875 0.000 -0.009 0.009
H 5.0311 1.2095 -4.5911 0.001 -0.003 0.000
H 4.3905 2.9233 -2.9468 0.000 0.001 -0.004
H 3.7207 2.2945 -0.6454 -0.010 -0.018 0.009
H 4.8185 -4.3942 0.0678 0.005 -0.015 0.010
H 1.7184 -3.8990 3.3130 0.041 -0.035 0.024
O 1.0825 2.4657 -0.0815 -0.039 -0.088 -0.065
C 0.8332 1.3747 0.0809 0.145 0.161 0.025
```
Forces are in eV/Å.

---

(2)
Entry from OMol25: a structure of composition C33H55F4GeN4SiTi (ωB97M-V/def2-TZVPD).

HOMO level (spin up / spin down) = -3.0 / -3.8 eV
Total charge = -1
Spin multiplicity = 3

Structure (XYZ):
```
99
Properties=species:S:1:pos:R:3:forces:R:3
Ti 0.0814 -0.2183 -0.6236 0.170 0.728 -0.265
C 2.9067 1.7320 2.5853 -0.025 0.000 -0.025
N 2.1973 0.4907 2.3399 0.012 0.008 -0.040
C 2.9343 -0.6390 2.8713 0.000 0.004 0.006
C 0.8684 0.5176 2.9195 0.050 0.038 -0.011
C -0.1024 1.5261 2.3296 -0.014 0.040 0.010
N -0.3762 1.4042 0.8992 -0.025 -0.093 -0.037
C -1.0982 2.4313 0.3883 0.063 0.032 -0.051
C -1.1606 2.5885 -1.0177 -0.049 0.074 0.091
F -0.4637 1.7014 -1.7660 0.118 -0.022 -0.158
C -1.8308 3.5817 -1.6774 -0.045 0.028 0.093
F -1.7886 3.6070 -3.0190 0.006 0.006 -0.123
C -2.5354 4.5583 -0.9940 0.017 -0.034 -0.003
C -2.5069 4.4476 0.3780 0.029 -0.025 -0.018
F -3.1862 5.3468 1.1183 -0.057 0.081 0.060
C -1.8336 3.4474 1.0538 -0.016 -0.030 -0.070
F -1.9713 3.4645 2.4045 -0.006 -0.032 0.107
H 2.9765 1.9547 3.6662 0.006 0.001 0.003
H 3.9171 1.6672 2.1822 0.010 -0.014 -0.008
H 2.4041 2.5626 2.0912 0.003 -0.019 -0.003
H 3.0273 -0.5929 3.9725 0.005 0.003 -0.002
H 2.4249 -1.5685 2.6088 -0.007 0.002 -0.001
H 3.9354 -0.6691 2.4441 0.020 0.005 -0.020
H 0.4718 -0.4910 2.8572 -0.111 -0.141 -0.107
H 0.9369 0.7501 4.0030 -0.020 0.003 -0.010
H -1.0145 1.4352 2.9353 0.000 -0.049 0.002
H 0.2826 2.5277 2.5595 -0.027 0.020 -0.021
H -3.0755 5.3431 -1.4985 0.000 0.006 -0.005
N -1.7289 -2.7296 2.1764 0.081 -0.105 -0.090
C -1.2923 -1.6350 1.5003 -0.116 0.073 0.276
N -0.2748 -1.8812 0.7205 0.026 -0.533 0.392
C -0.0325 -3.2461 0.8630 0.106 0.055 -0.140
C 0.9053 -4.0574 0.2279 0.028 0.002 0.005
C 0.9101 -5.4001 0.5466 -0.063 -0.021 0.054
C -0.0007 -5.9373 1.4720 0.071 0.005 -0.067
C -0.9429 -5.1459 2.0979 -0.033 0.019 0.045
C -0.9408 -3.7933 1.7733 -0.041 -0.040 0.038
H -2.5251 -2.7577 2.7852 -0.011 -0.004 0.020
H -1.7443 -0.6607 1.6063 -0.015 0.000 0.017
H 1.5961 -3.6403 -0.4923 -0.038 0.007 0.021
H 1.6241 -6.0568 0.0674 0.003 -0.004 0.002
H 0.0347 -6.9965 1.6915 -0.012 -0.002 0.009
H -1.6500 -5.5615 2.8044 -0.003 -0.003 -0.005
C -1.0035 -3.2554 -2.8789 0.042 -0.015 -0.004
Ge -2.3458 -1.8103 -2.8673 0.034 -0.001 0.066
C -2.4090 -0.8400 -4.5771 -0.020 0.034 -0.046
C -4.0731 -2.7730 -2.7687 -0.041 -0.032 -0.033
C -2.0285 -0.6557 -1.3570 -0.194 -0.001 -0.018
H -0.9071 -3.7617 -3.8414 -0.030 0.006 -0.006
H -1.2904 -3.9937 -2.1254 0.033 -0.030 -0.003
H -0.0242 -2.8601 -2.6028 -0.044 -0.014 -0.003
H -1.7983 0.0614 -4.5451 -0.011 -0.004 0.008
H -3.4446 -0.5452 -4.7604 0.001 0.010 -0.033
H -2.0710 -1.4547 -5.4132 -0.006 -0.009 0.002
H -4.2111 -3.4176 -3.6407 -0.019 -0.010 0.005
H -4.9051 -2.0670 -2.7272 0.003 0.006 -0.002
H -4.1113 -3.3977 -1.8734 0.007 0.002 0.009
H -2.6068 -1.1545 -0.5586 0.054 0.080 0.054
H -2.5792 0.2768 -1.5571 0.023 -0.010 -0.043
C 0.9875 -0.2886 -4.5770 0.015 -0.020 -0.009
C 2.3978 -0.5814 -4.0489 -0.045 -0.032 -0.066
C 3.4206 -0.0836 -5.0765 0.038 -0.013 -0.046
C 2.5192 -2.1115 -4.0212 0.003 -0.064 0.023
Si 2.5073 0.1384 -2.2186 -0.028 -0.124 0.133
C 2.9225 2.0759 -2.3781 -0.044 0.086 -0.023
C 1.9719 2.7731 -3.3667 -0.033 -0.013 0.010
C 2.6802 2.7478 -1.0127 0.115 0.002 0.020
C 4.3409 2.4520 -2.8284 0.023 0.026 -0.023
C 4.1307 -0.6978 -1.4476 0.011 -0.066 0.057
C 5.3501 -0.9002 -2.3524 0.048 -0.021 -0.037
C 4.5820 0.1172 -0.2338 0.081 -0.004 0.039
C 3.7343 -2.0676 -0.8749 -0.014 0.028 0.032
H 0.8532 -0.7255 -5.5771 0.001 -0.001 -0.007
H 0.7663 0.7768 -4.6490 0.023 0.015 0.014
H 0.2337 -0.7306 -3.9216 0.042 0.013 -0.002
H 3.2884 -0.6305 -6.0218 -0.008 0.010 -0.008
H 4.4507 -0.2445 -4.7518 -0.062 0.012 -0.016
H 3.3088 0.9749 -5.3073 -0.043 0.069 0.034
H 2.2228 -2.5186 -4.9977 0.001 -0.010 -0.010
H 1.8671 -2.5677 -3.2725 0.023 0.052 -0.023
H 3.5390 -2.4483 -3.8259 -0.077 0.007 -0.017
H 0.9224 2.5785 -3.1571 0.037 0.000 -0.017
H 2.1612 2.4901 -4.4013 0.043 -0.056 -0.053
H 2.1222 3.8596 -3.3001 0.003 0.002 -0.010
H 1.7231 2.4674 -0.5683 -0.051 -0.029 -0.030
H 2.6902 3.8405 -1.1303 0.016 0.009 -0.004
H 3.4566 2.4955 -0.2878 -0.043 -0.007 -0.032
H 4.5821 2.0628 -3.8198 -0.027 -0.015 0.024
H 5.1115 2.1081 -2.1400 0.006 -0.023 -0.001
H 4.4267 3.5475 -2.8798 0.009 0.001 -0.013
H 5.6914 0.0282 -2.8132 -0.019 0.018 0.026
H 5.1621 -1.6159 -3.1549 0.033 0.054 0.057
H 6.1871 -1.2977 -1.7592 0.008 -0.003 0.002
H 5.0887 1.0424 -0.5068 -0.010 -0.003 -0.008
H 5.2911 -0.4720 0.3679 0.006 0.004 -0.001
H 3.7291 0.3691 0.3947 -0.057 -0.011 0.065
H 3.3425 -2.7536 -1.6288 0.037 0.043 0.018
H 2.9680 -1.9393 -0.1049 0.003 -0.013 -0.012
H 4.6052 -2.5477 -0.4042 0.009 -0.005 -0.009
```
Forces are in eV/Å.

---

(3)
Entry from OMol25: a structure of composition C33H55N2O2P2RuS2Sb2 (ωB97M-V/def2-TZVPD).

HOMO level (spin up / spin down) = -12.7 / -12.7 eV
Total charge = +2
Spin multiplicity = 2

Structure (XYZ):
```
99
Properties=species:S:1:pos:R:3:forces:R:3
Ru -0.0534 0.3062 -0.2531 1.449 1.411 0.878
C -1.6580 4.5615 0.3068 0.557 -0.298 -0.010
Sb -1.3022 2.6894 -0.7090 -2.107 -0.194 -0.458
C -3.2724 1.9094 -0.2599 0.167 0.165 -0.262
C -1.7094 3.4396 -2.7731 0.761 -0.096 0.860
C -2.8899 2.7894 -3.3522 -0.616 -0.627 -0.443
C -4.1361 3.4095 -3.2112 0.290 -0.116 -0.167
C -5.2852 2.8423 -3.7213 -0.080 -0.334 -0.151
C -5.2103 1.6201 -4.3853 -0.220 0.303 0.180
C -3.9917 0.9919 -4.5304 0.257 0.077 0.102
C -2.8130 1.5460 -4.0238 -0.820 0.731 0.265
C -1.5461 0.8228 -4.2186 0.650 -0.287 0.772
Sb -1.0339 -0.5673 -2.5678 -0.014 -0.477 -0.866
C -2.6941 -1.8899 -2.9524 0.285 0.201 0.514
C 0.4760 -1.5732 -3.7284 -0.127 0.069 0.406
H -1.5688 4.4478 1.3815 0.037 -0.083 0.104
H -2.6648 4.8818 0.0620 -0.142 -0.135 -0.155
H -0.9524 5.3074 -0.0393 0.120 0.125 -0.020
H -4.0025 2.3154 -0.9573 -0.059 0.022 0.033
H -3.5368 2.2020 0.7526 -0.005 0.008 0.137
H -3.2702 0.8221 -0.3377 0.009 0.082 0.007
H -0.7968 3.2896 -3.3448 0.025 0.061 0.015
H -1.8710 4.5047 -2.6276 0.044 0.076 0.001
H -4.1880 4.3654 -2.7081 -0.005 0.104 0.043
H -6.2347 3.3433 -3.6110 -0.073 0.044 0.001
H -6.1042 1.1706 -4.7897 -0.061 -0.036 -0.060
H -3.9360 0.0557 -5.0653 -0.013 -0.135 -0.101
H -0.6819 1.4742 -4.3312 0.021 -0.048 -0.108
H -1.6061 0.1407 -5.0659 0.097 -0.054 0.030
H -2.7190 -2.0932 -4.0165 0.142 0.051 -0.180
H -3.6296 -1.4235 -2.6582 -0.040 0.083 0.058
H -2.5643 -2.8212 -2.4106 0.004 -0.081 0.073
H 0.0504 -1.8659 -4.6839 -0.087 0.008 -0.055
H 0.8276 -2.4590 -3.2073 0.024 -0.090 0.047
H 1.3130 -0.8960 -3.8914 -0.047 -0.002 0.010
C 2.2193 -2.8232 -0.3377 -0.124 0.264 -0.228
P 1.9090 -1.1306 0.2962 -0.622 -1.116 0.512
C 1.5042 -1.5590 2.0505 -0.476 0.344 0.070
N 2.4330 -2.1294 2.7536 0.918 -0.421 -0.343
C 2.2514 -2.4508 4.0402 -1.144 0.194 0.609
C 3.2604 -3.0768 4.7920 0.169 -0.108 0.203
C 3.0341 -3.3772 6.1088 0.227 0.059 -0.406
C 1.8064 -3.0623 6.7198 -0.388 0.197 -0.105
C 0.8003 -2.4524 6.0161 -0.014 -0.084 0.307
C 0.9925 -2.1382 4.6584 1.198 -0.347 -0.503
N 0.0345 -1.5814 3.9030 -0.856 0.347 0.543
C 0.2317 -1.3047 2.6471 0.585 0.248 -0.314
P -1.2057 -0.6902 1.6753 0.355 -0.882 -0.556
C -2.1736 0.1913 2.9535 0.053 0.419 -0.584
C -2.1573 -2.3248 1.4854 0.101 0.377 -0.544
C -2.5129 -2.9682 2.8203 0.197 0.125 0.014
C -3.4269 -2.0074 0.6954 0.160 0.119 -0.073
C -1.2644 -3.2534 0.6622 0.025 0.290 -0.071
C 3.6606 -0.4026 0.3355 -0.533 0.363 -0.293
C 4.6865 -1.1773 1.1497 -0.157 -0.021 0.188
C 4.1056 -0.3399 -1.1270 -0.189 -0.039 -0.023
C 3.4876 1.0079 0.8926 -0.189 0.004 -0.079
H 2.9105 -3.3398 0.3275 0.007 0.067 0.014
H 2.6538 -2.7470 -1.3327 0.027 -0.093 -0.057
H 1.2959 -3.3937 -0.4030 -0.028 0.044 0.009
H 4.1968 -3.3033 4.3073 0.117 -0.054 -0.036
H 3.8055 -3.8565 6.6917 0.067 -0.046 0.033
H 1.6649 -3.3111 7.7606 -0.067 0.002 0.071
H -0.1441 -2.2168 6.4816 -0.113 0.038 0.026
H -2.0114 -0.2799 3.9236 0.073 -0.048 -0.159
H -3.2312 0.1526 2.6889 0.053 0.036 0.020
H -1.8630 1.2360 2.9865 -0.065 -0.002 0.079
H -3.2602 -2.3959 3.3619 -0.091 0.073 0.084
H -1.6409 -3.0884 3.4579 -0.066 -0.077 0.031
H -2.9240 -3.9572 2.6288 -0.106 -0.091 -0.072
H -4.0986 -1.3700 1.2655 -0.127 0.084 -0.021
H -3.9603 -2.9276 0.4634 -0.047 -0.093 0.007
H -3.1789 -1.5131 -0.2480 -0.094 -0.013 0.009
H -0.4083 -3.5840 1.2472 0.127 -0.078 -0.015
H -0.9079 -2.7284 -0.2345 0.004 -0.185 0.084
H -1.8188 -4.1349 0.3465 -0.090 -0.084 0.024
H 4.8259 -2.1833 0.7654 0.037 -0.143 0.030
H 4.4121 -1.2360 2.1988 0.121 -0.008 -0.105
H 5.6421 -0.6614 1.0809 0.121 0.131 -0.161
H 4.4268 -1.3115 -1.4927 0.035 -0.109 -0.029
H 4.9441 0.3470 -1.2268 0.073 0.049 0.017
H 3.2976 0.0221 -1.7662 0.192 -0.040 -0.060
H 3.2327 0.9569 1.9507 -0.053 0.115 0.090
H 2.6848 1.5239 0.3511 0.183 0.091 0.100
H 4.4055 1.5845 0.7872 0.102 -0.006 0.004
C 5.0580 2.9389 -3.7591 0.643 0.580 -0.390
O 4.0218 2.1185 -3.2303 -0.759 -0.222 0.217
C 2.8123 2.5990 -3.1658 0.563 -0.033 0.179
S 2.2900 4.1073 -3.6378 -0.165 -0.527 0.229
S 1.5733 1.6292 -2.5353 -0.402 0.367 -0.155
H 5.9796 2.3804 -3.6188 -0.084 0.043 -0.003
H 5.0994 3.8897 -3.2238 0.024 -0.099 0.005
H 4.8922 3.1272 -4.8219 -0.031 -0.068 0.086
C 0.7845 2.2733 3.0770 0.021 -0.056 0.522
O 0.5317 2.2675 1.6746 0.158 -0.155 -0.552
H 0.1872 3.0456 3.5687 0.035 -0.064 -0.010
H 1.8396 2.4510 3.2860 -0.005 -0.054 0.029
H 0.5019 1.2958 3.4656 0.047 0.074 0.047
H 1.0565 2.9842 1.2895 -0.153 -0.208 -0.045
```
Forces are in eV/Å.